Record 1
Here is 9 unconnected molecules or ions with the total composition C33H41BF8N2O31 from the Open Molecules 2025 dataset. Energies are from ωB97M-V with the def2-TZVPD basis set.

```
116
Properties=species:S:1:pos:R:3:lowdin_charge:R:1
C -3.729 1.678 -2.610 -0.0702
C -2.464 2.720 -2.581 -0.3134
O -2.782 3.764 -1.569 -0.1201
C -0.995 2.018 -2.353 -0.1331
O -0.232 2.536 -1.207 -0.1563
C 0.760 3.549 -1.606 -0.1946
C 1.336 4.591 -0.431 -0.0406
C 0.149 5.717 -0.318 -0.3627
C -0.787 5.130 0.893 -0.0840
O -0.371 5.607 2.254 -0.1998
N -0.764 4.684 3.173 0.0186
O -1.928 5.024 3.435 0.0417
C 0.508 7.265 0.087 -0.0323
B -0.810 8.278 0.131 -0.4217
O -1.900 8.220 1.124 0.0586
O -0.917 9.355 -0.913 0.0139
N -0.371 5.760 -1.737 0.0981
C 0.279 4.727 -2.681 -0.2057
O 0.381 4.754 -4.012 -0.0361
H -3.511 0.710 -1.991 0.0816
H -4.672 2.272 -2.184 0.1048
H -3.990 1.352 -3.703 0.0805
H -2.412 3.246 -3.650 0.1531
H -3.278 3.376 -0.789 0.0809
H -0.320 1.995 -3.334 0.1471
H -1.215 0.869 -2.116 0.1130
H 1.775 3.108 -2.047 0.1653
H 2.232 5.191 -0.894 0.1425
H 1.544 3.868 0.478 0.1452
H -1.939 5.327 0.690 0.1544
H -0.689 3.942 0.957 0.1302
H 1.196 7.686 -0.791 0.1308
H 1.181 7.354 1.066 0.1224
H -1.553 7.968 2.032 0.1001
H -1.547 8.968 -1.593 0.1120
H -0.158 6.632 -2.304 0.1411
C -0.606 -0.042 1.343 -0.0849
C -0.892 0.249 2.776 -0.3170
O -1.657 1.432 2.726 0.1324
C -2.308 1.383 1.530 -0.4979
O -3.266 2.082 1.243 0.1284
O -1.763 0.448 0.694 0.0688
F 0.250 0.508 3.452 0.0846
H 0.273 0.492 0.969 0.1439
H -0.474 -1.111 1.154 0.1096
H -1.459 -0.535 3.289 0.1765
C 2.982 -3.018 -1.476 -0.0565
C 2.696 -2.727 -0.042 -0.3226
O 1.931 -1.544 -0.092 0.1338
C 1.280 -1.594 -1.288 -0.4896
O 0.322 -0.894 -1.575 0.1346
O 1.825 -2.529 -2.125 0.0703
F 3.838 -2.468 0.634 0.0838
H 3.861 -2.484 -1.850 0.1544
H 3.114 -4.087 -1.665 0.1426
H 2.129 -3.511 0.471 0.1715
C 1.252 -1.987 -6.603 -0.0736
C 0.010 -1.858 -5.788 -0.3285
O -0.184 -3.157 -5.276 0.1446
C 1.065 -3.691 -5.181 -0.4963
O 1.336 -4.687 -4.531 0.1422
O 1.981 -2.970 -5.897 0.0761
F -1.048 -1.544 -6.569 0.0812
H 1.056 -2.342 -7.621 0.1492
H 1.811 -1.049 -6.660 0.1474
H 0.089 -1.144 -4.961 0.1762
C 2.416 -8.056 -5.518 -0.0761
C 3.838 -8.482 -5.649 -0.3322
O 4.542 -7.513 -4.906 0.1439
C 3.670 -7.102 -3.944 -0.5018
O 3.995 -6.478 -2.947 0.1340
O 2.386 -7.480 -4.228 0.0629
F 4.246 -8.411 -6.936 0.0794
H 2.130 -7.302 -6.259 0.1478
H 1.722 -8.898 -5.588 0.1454
H 4.047 -9.479 -5.246 0.1772
C -2.704 -4.858 -0.943 -0.0656
C -1.282 -5.285 -1.074 -0.3176
O -0.578 -4.316 -0.331 0.1309
C -1.450 -3.904 0.632 -0.4826
O -1.125 -3.280 1.628 0.1283
O -2.734 -4.282 0.348 0.0843
F -0.874 -5.214 -2.361 0.0878
H -2.990 -4.104 -1.684 0.1522
H -3.398 -5.700 -1.012 0.1485
H -1.073 -6.281 -0.671 0.1815
C 0.924 -4.740 4.519 -0.0886
C 2.089 -5.616 4.207 -0.3244
O 1.491 -6.831 3.816 0.1460
C 0.288 -6.479 3.281 -0.4958
O -0.395 -7.215 2.589 0.1336
O -0.056 -5.196 3.608 0.0550
F 2.832 -5.844 5.313 0.0847
H 0.558 -4.871 5.543 0.1302
H 1.146 -3.681 4.359 0.1486
H 2.727 -5.243 3.399 0.1742
C -4.013 -3.461 5.526 -0.0702
C -3.630 -4.813 6.023 -0.3249
O -2.228 -4.835 5.871 0.1396
C -1.837 -3.537 6.000 -0.4846
O -0.687 -3.185 6.201 0.1321
O -2.894 -2.675 5.883 0.0799
F -4.158 -5.782 5.242 0.0862
H -4.145 -3.431 4.439 0.1515
H -4.923 -3.086 6.001 0.1472
H -3.889 -4.996 7.071 0.1788
C 1.084 10.227 3.481 -0.0712
C 1.467 8.875 3.979 -0.3201
O 2.868 8.853 3.827 0.1452
C 3.259 10.152 3.955 -0.4988
O 4.410 10.503 4.157 0.1499
O 2.203 11.013 3.838 0.0793
F 0.939 7.906 3.197 0.0584
H 0.951 10.257 2.395 0.1501
H 0.174 10.602 3.956 0.1489
H 1.207 8.692 5.027 0.1809
```

## Properties
Strongest force on any atom in hartree/bohr: 0.160
Kohn-Sham gap in hartree: 0.3323
E_LUMO in eV: -0.494
Charge: 0
Structure (SMILES): C[C@@H](O)CO[C@@H]1C[C@@](CON=O)(CB(O)O)NC1=O.O=C1OC[C@@H](F)O1.O=C1OC[C@@H](F)O1.O=C1OC[C@@H](F)O1.O=C1OC[C@@H](F)O1.O=C1OC[C@@H](F)O1.O=C1OC[C@@H](F)O1.O=C1OC[C@@H](F)O1.O=C1OC[C@@H](F)O1


Record 2
Here is 9 unconnected molecules or ions with the total composition C33H41Cl8N5 from the Open Molecules 2025 dataset. Energies are from ωB97M-V with the def2-TZVPD basis set.

```
87
Properties=species:S:1:pos:R:3:lowdin_charge:R:1
Cl 4.944 -2.331 -3.718 0.5653
C 3.757 -1.015 -3.471 -0.6678
C 4.438 0.168 -2.832 -0.6643
Cl 3.367 1.594 -2.888 0.5510
H 2.954 -1.418 -2.864 -0.0185
H 3.341 -0.751 -4.440 0.0692
H 5.384 0.394 -3.319 0.0669
H 4.666 0.005 -1.781 0.0399
Cl 4.435 -3.102 0.193 0.5880
C 3.510 -4.195 -0.872 -0.6812
C 3.257 -5.501 -0.155 -0.6924
Cl 2.640 -6.729 -1.275 0.5708
H 4.141 -4.377 -1.739 0.0370
H 2.597 -3.705 -1.201 0.0042
H 2.561 -5.390 0.678 0.0570
H 4.165 -5.881 0.312 0.0642
Cl 1.164 -1.184 -0.972 0.6327
C 0.227 -0.703 0.462 -0.6432
C -0.489 0.599 0.238 -0.6188
Cl -0.987 1.203 1.845 0.5946
H 0.961 -0.546 1.253 0.0347
H -0.380 -1.534 0.818 0.0576
H -1.400 0.518 -0.353 0.0595
H 0.164 1.339 -0.214 0.0544
Cl 0.955 -3.524 -3.758 0.5497
C -0.788 -3.254 -4.058 -0.6431
C -1.272 -1.981 -3.397 -0.6799
Cl -0.576 -0.555 -4.202 0.5435
H -1.299 -4.125 -3.646 0.0590
H -0.967 -3.282 -5.130 0.0679
H -1.018 -1.998 -2.343 0.0158
H -2.348 -1.924 -3.558 0.0718
N -4.124 -0.533 -0.451 0.0608
C -4.339 -1.816 -0.218 -0.1622
C -5.391 -2.288 0.552 -0.0759
C -6.348 -1.390 1.000 -0.0777
C -6.152 -0.050 0.724 -0.0661
C -5.026 0.329 0.006 -0.1473
H -3.643 -2.539 -0.635 0.0888
H -5.492 -3.340 0.783 0.0877
H -7.189 -1.729 1.591 0.1047
H -6.864 0.698 1.048 0.1020
H -4.904 1.377 -0.243 0.0913
N 0.617 4.786 0.330 0.0589
C 1.750 4.092 0.371 -0.1466
C 3.001 4.705 0.385 -0.0734
C 3.104 6.072 0.239 -0.0747
C 1.920 6.794 0.128 -0.0714
C 0.718 6.094 0.113 -0.1631
H 1.674 3.015 0.473 0.0733
H 3.840 4.019 0.382 0.1003
H 4.077 6.533 0.127 0.1053
H 1.866 7.858 -0.059 0.0986
H -0.177 6.627 -0.196 0.1028
N 2.993 1.024 1.566 0.0642
C 3.961 0.264 1.069 -0.1792
C 5.284 0.332 1.490 -0.0684
C 5.570 1.119 2.588 -0.0761
C 4.539 1.831 3.182 -0.0694
C 3.263 1.756 2.649 -0.1481
H 3.692 -0.317 0.194 0.0356
H 6.054 -0.244 0.993 0.1008
H 6.581 1.197 2.967 0.1067
H 4.727 2.470 4.036 0.1027
H 2.403 2.266 3.067 0.1075
N -4.839 3.575 1.453 0.0527
C -5.548 4.692 1.577 -0.1619
C -4.978 5.948 1.718 -0.0789
C -3.595 6.043 1.759 -0.0826
C -2.838 4.891 1.630 -0.0593
C -3.514 3.686 1.484 -0.1582
H -6.628 4.582 1.567 0.1002
H -5.598 6.835 1.708 0.0982
H -3.106 6.990 1.956 0.1033
H -1.760 4.933 1.551 0.0779
H -2.958 2.772 1.312 0.0341
N -1.170 -4.961 -0.738 0.0774
C -2.419 -5.257 -0.394 -0.1636
C -2.953 -5.116 0.881 -0.0821
C -2.095 -4.685 1.878 -0.0704
C -0.783 -4.373 1.551 -0.0686
C -0.377 -4.509 0.236 -0.1543
H -3.066 -5.539 -1.222 0.1063
H -3.967 -5.397 1.124 0.0992
H -2.447 -4.595 2.898 0.1093
H -0.104 -3.963 2.287 0.1077
H 0.653 -4.380 -0.081 0.0757
```

## Properties
ΔE to the lowest compared entry with this formula, charge and spin in eV: 0.000
Strongest force on any atom in hartree/bohr: 0.024
Kohn-Sham gap in hartree: 0.3673
E_LUMO in eV: 0.594
Charge: 0
Structure (SMILES): c1ccncc1.c1ccncc1.c1ccncc1.c1ccncc1.c1ccncc1.ClCCCl.ClCCCl.ClCCCl.ClCCCl


Record 3
Here is a molecular structure, C33H41HfN4OS from the Open Molecules 2025 dataset. Energies are from ωB97M-V with the def2-TZVPD basis set.

```
81
Properties=species:S:1:pos:R:3:lowdin_charge:R:1
Hf -1.509 -0.379 -0.879 1.8462
S -5.618 -2.062 -1.248 1.1566
C -4.680 -3.483 -1.267 -0.3397
C -3.345 -3.226 -1.158 -0.1785
C -3.062 -1.836 -1.053 -0.3305
C -4.239 -1.076 -1.092 -0.5430
C -4.348 0.394 -0.983 -0.2768
C -5.546 1.093 -1.025 0.0185
C -5.535 2.469 -0.879 0.0257
C -4.330 3.144 -0.684 -0.0042
C -3.173 2.407 -0.653 -0.0891
N -3.179 1.066 -0.808 -0.0666
H -5.169 -4.441 -1.359 0.0960
H -2.598 -4.006 -1.153 0.1112
H -6.480 0.567 -1.168 0.1201
H -6.466 3.020 -0.910 0.1404
H -4.296 4.217 -0.556 0.1318
H -2.208 2.875 -0.496 0.1257
C -1.178 0.921 6.208 -0.0182
C -0.610 -0.353 5.561 -0.5519
C 0.863 -0.498 5.937 -0.0474
C -1.387 -1.584 6.059 -0.0169
C -0.805 -0.251 4.060 -0.0894
C -2.090 -0.107 3.521 0.0426
C -2.269 -0.039 2.164 -0.0667
N -1.235 -0.092 1.291 -0.0567
C 0.018 -0.214 1.795 -0.1770
C 0.254 -0.315 3.147 0.0912
C 1.093 -0.368 0.781 -0.1784
C 2.431 -0.226 1.072 0.0871
C 3.405 -0.511 0.108 -0.0931
C 2.941 -0.933 -1.144 0.0389
C 1.594 -0.997 -1.395 -0.0901
N 0.663 -0.706 -0.460 -0.0510
C 4.889 -0.340 0.377 -0.5496
C 5.297 0.994 -0.277 -0.0147
C 5.680 -1.491 -0.261 -0.0277
C 5.190 -0.284 1.876 -0.0420
H -1.030 0.864 7.286 0.1051
H -2.248 1.033 6.033 0.0867
H -0.669 1.817 5.849 0.0992
H 0.951 -0.554 7.021 0.1041
H 1.457 0.361 5.614 0.0958
H 1.304 -1.412 5.534 0.0959
H -1.252 -1.676 7.137 0.1054
H -1.023 -2.503 5.597 0.0995
H -2.458 -1.500 5.873 0.0871
H -2.958 -0.061 4.163 0.1339
H -3.259 0.059 1.737 0.1207
H 1.261 -0.460 3.506 0.1163
H 2.729 0.086 2.061 0.1195
H 3.631 -1.203 -1.930 0.1318
H 1.221 -1.294 -2.367 0.1064
H 5.105 0.992 -1.351 0.0892
H 6.367 1.148 -0.132 0.1068
H 4.773 1.839 0.174 0.0954
H 5.665 -1.456 -1.351 0.0838
H 5.315 -2.467 0.064 0.1034
H 6.723 -1.412 0.041 0.1033
H 4.771 0.606 2.350 0.0884
H 6.268 -0.235 2.020 0.1033
H 4.831 -1.172 2.401 0.1018
O -1.072 0.158 -2.826 -0.1454
C -0.935 1.059 -3.739 -0.4033
C -0.049 2.229 -3.571 -0.0611
C 1.312 1.670 -4.115 -0.1329
C 1.288 0.933 -5.474 -0.1567
C 0.633 -0.468 -5.517 -0.1450
C -0.906 -0.469 -5.593 -0.0917
N -1.357 0.801 -4.956 0.1243
H 0.045 2.564 -2.539 0.1218
H -0.387 3.061 -4.190 0.1438
H 1.733 1.004 -3.356 0.0967
H 1.986 2.523 -4.184 0.1315
H 2.333 0.810 -5.761 0.1275
H 0.869 1.582 -6.250 0.1282
H 0.957 -1.031 -4.636 0.0970
H 1.019 -1.016 -6.376 0.1283
H -1.366 -1.317 -5.095 0.1241
H -1.274 -0.441 -6.615 0.1376
H -1.269 1.594 -5.579 0.1596
```

## Properties
Strongest force on any atom in hartree/bohr: 0.016
Kohn-Sham gap in hartree: 0.2711
E_LUMO in eV: -9.268
Charge: +3